# 1
The following is a quantum chemistry calculation of a molecular structure, C20H15HgN5S, from OMol25.

The geometry in XYZ format:
```
42
Properties=species:S:1:pos:R:3:nbo_charge:R:1
Hg 0.2540 -0.4418 0.3943 1.523
C -1.9145 -3.6767 -1.7656 -0.306
C -0.9536 -4.0695 -2.7291 -0.172
C 0.2636 -3.4587 -2.7606 -0.206
C 0.5785 -2.4268 -1.8387 0.096
N -0.3711 -2.0712 -0.9078 -0.697
C -1.5744 -2.6890 -0.8913 0.062
C 1.8225 -1.7278 -1.8243 0.108
C 2.8853 -1.9895 -2.7273 -0.208
C 4.0407 -1.2703 -2.6658 -0.171
C 4.1869 -0.2543 -1.6904 -0.306
C 3.1489 -0.0355 -0.8359 0.063
N 1.9944 -0.7389 -0.8823 -0.700
H -2.8870 -4.1416 -1.7092 0.231
H -1.1812 -4.8530 -3.4390 0.226
H 0.9947 -3.7623 -3.4940 0.221
H -2.2653 -2.3559 -0.1271 0.195
H 2.7782 -2.7654 -3.4696 0.221
H 4.8423 -1.4788 -3.3611 0.226
H 5.0895 0.3324 -1.6105 0.231
H 3.2090 0.7224 -0.0651 0.195
N -1.0970 1.8930 3.6816 -0.490
C -0.5125 0.9169 4.4763 0.098
C -0.4118 0.7692 5.8534 -0.224
C 0.2548 -0.3538 6.3005 -0.180
C 0.7995 -1.2923 5.4095 -0.195
C 0.6959 -1.1392 4.0426 -0.218
C 0.0260 -0.0104 3.5830 0.153
N -0.2420 0.4228 2.2925 -0.625
C -0.9108 1.5552 2.3922 0.407
C -1.3640 2.2984 1.2245 0.036
C -2.0689 3.4614 1.1674 -0.404
S -2.3268 3.8948 -0.4624 0.540
C -1.4940 2.4909 -0.9632 -0.117
N -1.0443 1.7565 0.0068 -0.493
H -1.5769 2.7133 4.0119 0.435
H -0.8325 1.4925 6.5384 0.235
H 0.3619 -0.5184 7.3636 0.235
H 1.3127 -2.1562 5.8083 0.234
H 1.1184 -1.8675 3.3623 0.231
H -2.4353 4.0712 1.9769 0.259
H -1.3568 2.2516 -2.0075 0.250
```

- Frontier orbital gap (spin up / spin down): 4.48 / 7.66 eV
- Spin multiplicity: 2
- Total charge: +1
- Total energy: -1596.33622 hartree
- Energy above the lowest of the compared OMol25 structures with the same formula, charge and spin: 0.004 eV
- HOMO level (spin up / spin down): -7.74 / -10.92 eV

# 2
The following is a quantum chemistry calculation of a molecular structure, C20H15N8SSeTa, from OMol25.

The geometry in XYZ format:
```
46
Properties=species:S:1:pos:R:3:nbo_charge:R:1
Ta 0.0989 -0.0526 -0.1019 2.244
C 0.9791 4.3442 -1.1269 -0.723
C 0.9927 2.8977 -0.8234 0.438
N -0.0773 2.2126 -0.5060 -0.412
N -1.2392 2.8894 -0.4416 -0.325
C -2.3110 2.2307 -0.2061 0.348
N -3.5060 2.7828 -0.0966 -0.702
S -2.2455 0.4312 -0.0001 0.127
C 2.2196 2.1056 -0.8761 0.128
C 3.4525 2.6327 -1.1536 -0.141
C 4.5665 1.7869 -1.2138 -0.006
C 4.4043 0.4228 -1.0127 -0.187
C 3.1459 -0.0483 -0.7144 0.091
N 2.0715 0.7739 -0.6348 -0.631
H -0.0297 4.7083 -1.2755 0.302
H 1.5795 4.5697 -2.0110 0.293
H 1.4241 4.9072 -0.2949 0.311
H -3.6112 3.7816 -0.2207 0.466
H -4.3465 2.2472 0.0494 0.451
H 3.5664 3.6934 -1.3318 0.288
H 5.5473 2.1954 -1.4252 0.296
H 5.2386 -0.2621 -1.0809 0.300
H 2.9850 -1.1071 -0.5347 0.240
Se -0.0346 -5.5050 5.5031 1.225
N 0.0100 -3.7399 5.5594 -0.561
C 0.0021 -3.3281 4.3295 0.101
C 0.0346 -1.9320 3.9357 -0.037
C 0.0720 -0.8737 4.8583 0.009
C 0.0930 0.4316 4.3946 -0.212
C 0.1001 0.6533 3.0312 0.091
N 0.0715 -0.3624 2.1437 -0.569
C 0.0224 -1.6448 2.5758 0.148
C -0.0616 -2.6876 1.5618 0.230
N -0.1287 -2.2795 0.2680 -0.658
C -0.1963 -3.2110 -0.7184 0.092
C -0.1780 -4.5664 -0.4609 -0.213
C -0.1207 -4.9921 0.8563 0.024
C -0.0743 -4.0354 1.8880 -0.056
C -0.0413 -4.3915 3.2944 0.089
N -0.0625 -5.6094 3.7387 -0.558
H 0.0790 -1.1008 5.9196 0.296
H 0.1080 1.2712 5.0780 0.294
H 0.1258 1.6589 2.6341 0.234
H -0.2829 -2.8505 -1.7375 0.239
H -0.2190 -5.2725 -1.2812 0.298
H -0.1163 -6.0472 1.1148 0.297
```

- Frontier orbital gap (spin up / spin down): 3.57 / 3.57 eV
- Total charge: +4
- Total energy: -4064.29846 hartree
- Energy above the lowest of the compared OMol25 structures with the same formula, charge and spin: 1.286 eV
- HOMO level (spin up / spin down): -19.51 / -19.51 eV

# 3
The following is a quantum chemistry calculation of a molecular structure, C20H16AsKN8OS4, from OMol25.

The geometry in XYZ format:
```
51
Properties=species:S:1:pos:R:3:nbo_charge:R:1
K -1.5238 3.2429 2.2933 0.878
C -1.6651 1.4895 -3.6641 -0.228
N -1.7575 2.5736 -2.7017 -0.190
C -1.9388 2.5221 -1.3723 0.174
N -2.0211 3.7399 -0.8836 -0.487
C -1.8652 4.5216 -1.9813 0.141
N -1.7000 3.8635 -3.1115 -0.310
C -0.2676 0.9517 -3.8710 -0.035
C 0.4704 1.3188 -4.9863 -0.188
C 1.7412 0.7972 -5.1876 -0.209
C 2.2835 -0.0979 -4.2820 -0.196
C 1.5517 -0.4678 -3.1615 -0.023
C 0.2843 0.0613 -2.9569 -0.191
C 2.1083 -1.4267 -2.2051 0.439
N 3.1401 -2.1832 -2.3135 -0.298
N 3.2095 -2.9177 -1.1313 -0.304
C 2.2227 -2.5195 -0.4024 0.457
O 1.4771 -1.5889 -1.0320 -0.413
C 1.8068 -2.9212 0.9395 -0.048
C 2.4086 -3.9895 1.5913 -0.203
C 1.9724 -4.3204 2.8645 -0.213
C 0.9501 -3.6026 3.4742 -0.183
C 0.3446 -2.5333 2.8251 0.005
C -0.7256 -1.7192 3.5097 -0.290
N -1.6076 -1.0491 2.5779 -0.172
C -1.3876 0.1299 1.9983 0.190
N -2.3960 0.4392 1.1926 -0.576
C -3.2286 -0.6278 1.3485 0.124
N -2.7956 -1.5577 2.1718 -0.296
C 0.7911 -2.2040 1.5551 -0.195
H -2.0498 1.8879 -4.5994 0.224
H -2.3273 0.6904 -3.3318 0.218
H -2.0362 1.6095 -0.7931 0.249
H -1.8750 5.5992 -1.9428 0.197
H 0.0523 2.0223 -5.6968 0.212
H 2.3135 1.0975 -6.0564 0.211
H 3.2721 -0.5142 -4.4258 0.233
H -0.2755 -0.2316 -2.0750 0.231
H 3.2030 -4.5385 1.1019 0.221
H 2.4310 -5.1491 3.3890 0.206
H 0.6250 -3.8700 4.4734 0.213
H -0.2782 -0.9138 4.1245 0.322
H -1.3387 -2.3468 4.1509 0.224
H -0.4997 0.7206 2.1959 0.273
H -4.1843 -0.7101 0.8545 0.180
H 0.3506 -1.3712 1.0267 0.229
S -0.7138 1.2364 5.0134 -0.982
As 0.1811 3.2395 4.9439 0.969
S -1.4720 4.6612 4.8353 -0.961
S 1.3147 3.3554 3.0715 -0.981
S 1.4251 3.6007 6.6428 -0.846
```

- Frontier orbital gap: 3.62 eV
- Total charge: -2
- Total energy: -5713.63945 hartree
- Energy above the lowest of the compared OMol25 structures with the same formula, charge and spin: 0.000 eV
- HOMO level: -0.29 eV

# 4
The following is a quantum chemistry calculation of 2 unconnected molecules or ions with the total composition C20H16BBr2F3O, from OMol25.

The geometry in XYZ format:
```
43
Properties=species:S:1:pos:R:3:nbo_charge:R:1
F -0.7863 0.6372 3.9365 -0.477
B -0.6370 1.8013 3.2741 1.333
F -1.7267 2.4433 2.9962 -0.478
C 0.6436 2.5240 2.1052 -0.401
C 1.3826 2.9052 3.3157 -0.203
C 1.9618 1.9115 4.0790 -0.138
Br 2.7367 2.3423 5.7931 0.063
C 1.9620 0.5645 3.6571 -0.210
C 1.4300 0.2290 2.3972 -0.165
C 0.6131 1.1076 1.6483 -0.039
C 0.0427 0.7409 0.3095 -0.350
C 0.9605 0.0012 -0.4848 -0.166
C 1.1822 0.0407 -1.8710 -0.300
C 1.9730 -0.9833 -2.5414 0.059
C 1.9635 -1.0323 -3.9585 -0.236
C 2.7200 -1.9774 -4.6451 -0.225
C 3.5023 -2.9042 -3.9417 -0.124
Br 4.6511 -4.0748 -4.8800 0.047
C 3.4817 -2.9147 -2.5403 -0.215
C 2.7134 -1.9795 -1.8386 -0.241
H 0.5307 3.2960 1.3566 0.271
H 1.5419 3.9558 3.5642 0.257
H 2.3794 -0.1884 4.3127 0.244
H 1.4748 -0.8077 2.0584 0.231
H -0.7464 1.3698 -0.0689 0.213
H 1.5713 -0.7247 0.0754 0.179
H 0.7248 0.8353 -2.4627 0.204
H 1.3480 -0.3087 -4.5044 0.215
H 2.7411 -1.9617 -5.7252 0.223
H 4.1008 -3.6198 -2.0044 0.220
H 2.7156 -2.0238 -0.7452 0.204
C -5.3337 1.2983 0.1354 -0.659
C -4.3763 0.2280 -0.1741 0.293
C -4.3721 -1.0923 0.1453 -0.304
C -3.1096 -1.5728 -0.2651 -0.329
C -2.3801 -0.4936 -0.8290 0.598
F -1.6498 -0.6136 -1.9534 -0.312
O -3.2260 0.5436 -0.8838 -0.435
H -6.3151 0.7948 0.2908 0.232
H -5.1021 1.8359 1.0757 0.227
H -5.3819 2.0243 -0.6967 0.234
H -5.1790 -1.5927 0.6929 0.232
H -2.7268 -2.5644 -0.2050 0.225
```

- Frontier orbital gap: 5.55 eV
- SMILES: FB(F)[C@H]1C=C(Br)C=C/C1=C\C=C\c1ccc(Br)cc1.Cc1ccc(F)o1
- Total charge: 0
- Total energy: -6319.33002 hartree
- HOMO level: -6.18 eV

# 5
The following is a quantum chemistry calculation of a molecular structure, C20H16BrClN3O7Tc, from OMol25.

The geometry in XYZ format:
```
49
Properties=species:S:1:pos:R:3:nbo_charge:R:1
Tc 0.4013 1.0010 0.6424 1.336
O 2.9554 -0.4112 4.1657 -0.643
C 3.1770 -1.6688 3.7764 0.364
C 3.8088 -2.5926 4.6099 -0.287
C 4.0644 -3.8763 4.1794 -0.126
C 3.6824 -4.2834 2.8995 -0.247
C 3.0269 -3.4046 2.0733 -0.123
C 2.7604 -2.0827 2.4861 -0.181
C 2.0506 -1.2093 1.5988 0.529
O 1.8966 0.1504 1.9345 -0.241
N 1.5847 -1.6079 0.4670 -0.275
N 0.9765 -0.7322 -0.3103 -0.252
C 0.7677 -1.0745 -1.5575 0.207
C 0.4462 -0.1731 -2.5926 -0.225
C 0.2570 -0.6491 -3.9080 -0.124
C 0.1481 0.2129 -4.9673 -0.229
C 0.2503 1.5968 -4.7571 -0.137
C 0.4220 2.1058 -3.4969 -0.227
C 0.5082 1.2531 -2.3713 0.401
O 0.6773 1.7452 -1.1990 -0.622
H 3.2309 -0.2712 5.0813 0.498
H 4.0960 -2.2850 5.6062 0.221
H 4.5617 -4.5684 4.8418 0.231
H 3.8970 -5.2884 2.5704 0.232
H 2.7087 -3.6963 1.0852 0.235
H 0.9794 -2.1067 -1.8215 0.233
H 0.2123 -1.7165 -4.0654 0.228
H 0.0228 -0.1633 -5.9708 0.237
H 0.1946 2.2650 -5.6014 0.235
H 0.4934 3.1664 -3.3148 0.232
C -4.4847 1.2999 -2.2256 -0.635
C -3.5883 1.8686 -1.1837 -0.001
C -3.9194 3.0296 -0.4873 -0.111
C -3.0409 3.5575 0.4475 -0.254
C -1.8463 2.8977 0.6374 0.186
Br -0.4827 3.4633 1.8203 0.251
N -1.5147 1.7864 -0.0121 -0.469
C -2.3628 1.2720 -0.8919 0.107
H -5.4926 1.1834 -1.8369 0.244
H -4.1306 0.3327 -2.5651 0.229
H -4.5218 1.9846 -3.0725 0.234
H -4.8669 3.5191 -0.6623 0.239
H -3.2578 4.4573 1.0000 0.254
H -2.0524 0.3474 -1.3624 0.234
O -1.3171 -0.9734 0.8807 -0.867
Cl -2.4311 -0.5028 1.7507 1.906
O -1.9825 0.7548 2.3594 -0.881
O -3.5750 -0.2297 0.8883 -0.865
O 0.6068 0.3147 2.4301 -0.285
```

- Frontier orbital gap (spin up / spin down): 5.89 / 5.81 eV
- Spin multiplicity: 2
- Total charge: +1
- Total energy: -4577.08182 hartree
- HOMO level (spin up / spin down): -11.24 / -11.32 eV

# 6
The following is a quantum chemistry calculation of a molecular structure, C20H16BrN5O3Sn, from OMol25.

The geometry in XYZ format:
```
46
Properties=species:S:1:pos:R:3:nbo_charge:R:1
Sn -0.2189 1.0962 -0.2514 1.393
O 1.1758 0.9779 1.2907 -0.860
C 1.8914 0.0289 1.8373 0.400
C 2.5577 0.3228 3.0461 -0.263
C 3.3198 -0.6104 3.7045 -0.177
C 3.4604 -1.9015 3.1896 -0.275
C 2.8324 -2.2080 2.0056 -0.170
C 2.0572 -1.2733 1.3033 -0.178
C 1.4752 -1.6592 0.0215 0.403
N 0.6831 -0.9461 -0.7625 -0.586
C 0.4349 -1.6797 -1.8988 -0.079
C 1.0804 -2.8662 -1.8095 -0.087
N 1.7413 -2.8368 -0.6010 -0.514
H 2.4305 1.3233 3.4380 0.221
H 3.8071 -0.3436 4.6342 0.212
H 4.0473 -2.6463 3.7085 0.213
H 2.9440 -3.2163 1.6233 0.181
H -0.1937 -1.3049 -2.6885 0.226
H 1.1328 -3.7091 -2.4740 0.226
H 2.3120 -3.5729 -0.2287 0.423
O -1.2865 -0.2743 1.1259 -0.608
N -2.5474 -0.3327 1.3433 0.141
N -3.2267 0.4895 0.6555 0.162
O -2.6816 1.3056 -0.1880 -0.631
C -4.6542 0.4988 0.8276 0.171
C -5.2667 -0.3208 1.7680 -0.240
C -6.6443 -0.2774 1.8935 -0.203
C -7.4016 0.5715 1.0953 -0.214
C -6.7719 1.3834 0.1658 -0.202
C -5.3913 1.3529 0.0260 -0.241
H -4.6695 -0.9746 2.3851 0.242
H -7.1299 -0.9112 2.6238 0.216
H -8.4780 0.5995 1.2015 0.214
H -7.3540 2.0490 -0.4578 0.216
H -4.8741 1.9760 -0.6875 0.251
Br 3.3286 4.5001 -4.4676 0.074
C 3.4074 2.8648 -3.5282 -0.119
C 4.5119 2.0403 -3.6386 -0.197
C 4.5090 0.8538 -2.9233 -0.241
C 3.4076 0.5495 -2.1393 0.041
N 2.3474 1.3460 -2.0376 -0.420
C 2.3477 2.4862 -2.7180 0.012
H 5.3482 2.3204 -4.2642 0.233
H 5.3508 0.1767 -2.9716 0.225
H 3.3737 -0.3690 -1.5636 0.198
H 1.4749 3.1214 -2.6143 0.212
```

- Frontier orbital gap: 8.23 eV
- Total charge: 0
- Total energy: -4059.51588 hartree
- Energy above the lowest of the compared OMol25 structures with the same formula, charge and spin: 0.298 eV
- HOMO level: -7.74 eV

# 7
The following is a quantum chemistry calculation of a molecular structure, C20H16CdN5O6S, from OMol25.

The geometry in XYZ format:
```
49
Properties=species:S:1:pos:R:3:nbo_charge:R:1
Cd 11.0489 9.1243 4.8750 1.723
O 11.1990 16.0598 5.1918 -0.761
C 11.6921 15.6196 6.2598 0.712
O 12.1034 16.3472 7.1654 -0.730
C 11.5877 14.0844 6.1276 -0.054
C 12.3419 13.1776 6.8253 -0.247
C 12.1736 11.8087 6.5674 0.030
N 11.3582 11.3720 5.6210 -0.586
C 10.7064 12.2663 4.8240 0.046
C 10.7582 13.6436 5.0736 -0.146
C 9.9124 11.7454 3.6751 0.739
O 9.0828 12.4559 3.0862 -0.648
O 10.1690 10.5073 3.4063 -0.915
H 13.0003 13.4525 7.6060 0.223
H 12.6850 11.0900 7.1985 0.186
H 10.2072 14.3122 4.4506 0.286
O 10.8268 8.2544 7.5119 -0.728
C 9.5082 8.2283 7.9923 -0.095
C 8.4611 8.0598 6.9050 0.196
C 7.2296 7.4624 7.2105 -0.257
C 6.3475 7.2353 6.1561 -0.154
C 6.6477 7.7004 4.8829 -0.263
C 7.8743 8.3662 4.7123 0.068
N 8.7786 8.5067 5.6798 -0.514
H 11.0853 7.3032 7.3568 0.500
H 9.3259 9.1769 8.5771 0.208
H 9.3604 7.3762 8.7150 0.175
H 7.1265 7.0926 8.2290 0.221
H 5.3626 6.8046 6.3621 0.218
H 5.9922 7.5039 4.0193 0.231
H 8.1576 8.8677 3.7928 0.236
S 12.8107 5.0349 6.5335 -0.289
C 12.0779 6.1202 5.5816 0.114
N 11.4371 6.9052 4.9835 -0.724
N 15.7065 6.6903 7.4182 -0.840
C 16.4306 7.7061 6.8085 0.662
O 17.6639 7.8364 6.8589 -0.613
C 15.6157 8.6023 5.9408 -0.202
C 16.2431 9.5168 5.0864 -0.092
C 15.4656 10.2226 4.1591 -0.258
C 14.0863 10.0279 4.1987 0.063
N 13.4530 9.2448 5.0887 -0.537
C 14.2327 8.5342 5.9630 0.072
H 16.3282 5.9936 7.8206 0.397
H 14.8813 6.3188 6.9419 0.419
H 17.3048 9.6666 5.1891 0.244
H 15.9513 10.9290 3.4677 0.237
H 13.3917 10.5967 3.5894 0.222
H 13.6841 7.9520 6.7126 0.223
```

- Frontier orbital gap: 6.33 eV
- Total charge: -1
- Total energy: -2063.06112 hartree
- Energy above the lowest of the compared OMol25 structures with the same formula, charge and spin: 0.000 eV
- HOMO level: -4.62 eV

# 8
The following is a quantum chemistry calculation of a molecular structure, C20H16CdNO6, from OMol25.

The geometry in XYZ format:
```
44
Properties=species:S:1:pos:R:3:nbo_charge:R:1
Cd -0.1952 2.3047 0.5662 1.578
O -0.8010 0.0247 -0.1823 -0.755
C 0.2582 -0.5166 -1.0043 0.081
C 1.6369 0.3188 -0.8790 0.780
O 2.5914 -0.1655 -1.4615 -0.695
O 1.6183 1.3331 -0.1472 -0.845
C -0.1482 -0.4817 -2.4480 -0.063
C 0.6798 -1.0505 -3.4153 -0.138
C 0.3591 -0.9534 -4.7555 -0.241
C -0.8037 -0.3136 -5.1532 -0.225
C -1.6309 0.2494 -4.1969 -0.214
C -1.3036 0.1785 -2.8555 -0.187
C 0.5435 -1.8926 -0.4401 -0.040
C -0.0568 -3.0390 -0.9434 -0.200
C 0.1144 -4.2529 -0.2985 -0.214
C 0.8849 -4.3325 0.8485 -0.222
C 1.4900 -3.1942 1.3530 -0.229
C 1.3094 -1.9786 0.7207 -0.155
H -0.6585 -0.3519 0.6971 0.492
H 1.5999 -1.5256 -3.1117 0.235
H 1.0276 -1.3648 -5.5012 0.201
H -1.0591 -0.2484 -6.2028 0.200
H -2.5344 0.7624 -4.4968 0.206
H -1.9429 0.6468 -2.1221 0.231
H -0.6588 -2.9732 -1.8385 0.225
H -0.3720 -5.1352 -0.6904 0.204
H 1.0104 -5.2825 1.3478 0.203
H 2.0951 -3.2496 2.2467 0.209
H 1.7819 -1.0891 1.1163 0.224
C -0.0728 1.8482 5.5169 -0.246
C 0.0064 3.0941 4.9198 -0.229
C -0.0611 3.2169 3.5397 -0.251
C -0.2087 2.1104 2.6955 -0.554
C -0.2670 0.8673 3.3332 -0.187
C -0.2062 0.7319 4.7120 -0.241
H -0.0289 1.7473 6.5944 0.197
H 0.1228 3.9749 5.5398 0.197
H -0.0006 4.2109 3.1087 0.200
H -0.3577 -0.0470 2.7491 0.160
H -0.2620 -0.2519 5.1609 0.195
O -0.7435 3.0263 -1.5323 -0.577
N -1.3794 4.0257 -1.1668 0.718
O -1.9878 4.7028 -1.9666 -0.452
O -1.3884 4.3168 0.0433 -0.576
```

- Frontier orbital gap: 8.69 eV
- Total charge: -1
- Total energy: -1445.66625 hartree
- Energy above the lowest of the compared OMol25 structures with the same formula, charge and spin: 0.286 eV
- HOMO level: -5.86 eV

total charge of number 5 (C20H16BrClN3O7Tc)? +1

Which value of total charge does entry 4 give? 0

The highest total energy belongs to which entry? C20H16CdNO6

What is the formula in the second record? C20H15N8SSeTa